Here is a molecular structure, C38H97BaF3N7O14S from the Open Molecules 2025 dataset. Energies are from the ωB97M-V functional and the def2-TZVPD basis.

Its multiplicity is 1. The energy is -3665.2393 Ha. Its LUMO energy is -7.3 eV. Its net charge is +1. As for the orbital gap: 1.87 eV. For the strongest force on any atom, the calculation gives 3.64 eV/A.

XYZ file:
```
161
Properties=species:S:1:pos:R:3:forces:R:3:lowdin_charge:R:1
Ba 2.9819 -6.6577 3.8331 -0.15 0.72 -0.51 1.909
C -0.2365 -0.7310 -1.1754 0.39 0.05 -0.31 -0.608
F 0.0758 0.0043 -0.0974 -0.72 -0.08 0.15 0.101
F -1.0102 0.0472 -1.9978 0.90 -1.18 0.86 0.098
F 0.9673 -0.9595 -1.7509 -0.56 0.07 -0.61 0.081
S -0.9625 -2.4245 -0.7038 -2.97 -2.10 0.22 0.469
O -2.2005 -2.1566 0.0448 1.34 0.75 -0.64 -0.369
O -1.2548 -3.2044 -1.9260 1.20 1.64 0.89 -0.368
O 0.0638 -3.0206 0.1456 0.66 0.54 -0.30 -0.398
C -2.8931 -1.8685 -9.3816 0.18 1.44 0.19 -0.087
C -2.2480 -3.1837 -9.6078 1.18 -1.72 -1.12 -0.453
C -0.9284 -3.4439 -8.7577 -0.24 0.07 -1.09 -0.185
O -0.3833 -4.7498 -8.9720 0.26 -0.95 1.47 -0.226
C 0.6820 -5.0645 -7.9840 -1.79 -0.23 -1.17 -0.067
N -3.2148 -4.2885 -9.5147 0.54 1.43 0.16 0.044
H -2.1824 -1.1022 -9.6912 0.12 0.25 0.29 0.079
H -3.1875 -1.6571 -8.3537 0.09 -0.16 0.20 0.080
H -3.7651 -1.6628 -10.0024 -0.06 -0.58 -0.09 0.083
H -1.9431 -3.1955 -10.6542 0.35 0.08 -0.16 0.128
H -1.1521 -3.2730 -7.7046 0.16 0.08 0.22 0.119
H -0.1066 -2.8423 -9.1459 -0.30 1.12 0.41 0.119
H 0.3069 -4.9940 -6.9630 0.02 0.90 0.08 0.079
H 1.5582 -4.4621 -8.2240 0.05 -0.05 0.38 0.084
H 0.8716 -6.1370 -8.0271 0.27 0.07 -0.77 0.076
H -2.6477 -5.1207 -9.5913 -0.34 -0.49 0.59 0.059
H -3.5716 -4.0987 -8.5891 -0.49 -1.25 0.41 0.066
C 1.0673 -0.0691 6.5865 0.95 2.29 0.07 -0.067
C 1.8931 -1.1697 6.0311 0.15 0.17 -0.49 -0.473
C 3.3266 -1.0662 6.5502 -0.42 0.12 -0.91 -0.222
O 4.0538 -1.9887 5.7902 1.74 -1.67 0.75 -0.210
C 5.3786 -2.2774 6.3202 -0.08 0.86 -1.74 -0.079
N 1.3154 -2.4489 6.3368 0.06 -1.54 0.26 0.033
H -0.0058 -0.0320 6.3986 0.09 -0.61 0.38 0.094
H 1.4297 0.8606 6.1479 -0.04 0.25 -0.38 0.085
H 1.4185 0.1014 7.6042 -0.98 -0.27 0.59 0.086
H 1.9574 -1.0956 4.9455 0.04 0.05 -0.11 0.146
H 3.4449 -1.2362 7.6203 -0.29 -0.14 0.22 0.131
H 3.7246 -0.0812 6.3058 -0.14 0.38 0.27 0.136
H 6.0185 -2.2280 5.4393 0.26 0.16 -0.03 0.081
H 5.5746 -3.2787 6.7036 -0.81 -0.10 0.54 0.069
H 5.7390 -1.5006 6.9946 -0.20 -0.15 0.22 0.092
H 1.3109 -2.5310 7.3435 -0.06 -0.24 0.35 0.074
H 0.3383 -2.4438 6.0813 -0.17 0.03 -0.18 0.074
C 6.9112 -5.3710 -2.6206 -1.08 -0.13 -1.93 -0.068
C 5.7809 -5.8956 -1.7169 1.11 -1.58 1.30 -0.398
C 5.5881 -7.4247 -1.7664 -0.42 -1.33 -0.40 -0.167
O 4.5251 -8.0501 -0.9123 0.07 0.54 -1.07 -0.238
C 4.0066 -9.3289 -1.4189 0.93 1.33 -0.50 -0.090
N 6.2899 -5.6188 -0.3569 -1.16 0.56 0.62 0.004
H 6.8806 -4.2815 -2.6068 0.40 0.03 0.49 0.085
H 6.7714 -5.5503 -3.6867 -0.46 -0.31 -0.21 0.076
H 7.9099 -5.7810 -2.4709 -0.12 0.09 0.77 0.086
H 4.8081 -5.4310 -1.8780 0.20 0.28 -0.04 0.146
H 6.4953 -7.9679 -1.5021 0.43 0.33 0.30 0.119
H 5.4757 -7.6882 -2.8181 -0.71 -0.18 -0.12 0.118
H 3.0812 -9.5951 -0.9081 0.33 0.12 0.39 0.076
H 4.7869 -10.0872 -1.3547 -0.13 -0.21 0.33 0.082
H 3.7436 -9.2611 -2.4745 0.01 0.26 -0.12 0.082
H 7.1953 -6.0620 -0.2941 0.18 -0.07 0.08 0.062
H 6.4736 -4.6258 -0.3735 0.21 0.28 0.51 0.062
C -7.5493 -3.6514 7.8353 0.32 -1.01 0.65 -0.063
C -6.2816 -4.5353 8.1128 -1.20 1.32 -1.26 -0.401
C -6.5291 -5.7364 9.0302 0.57 0.67 0.55 -0.202
O -6.3860 -5.2823 10.3705 1.03 -0.29 0.94 -0.204
C -6.2137 -6.3495 11.3230 -1.05 0.22 -0.34 -0.099
N -5.6917 -4.9151 6.8046 0.32 -0.11 0.44 0.016
H -7.8977 -3.2743 8.7968 -0.49 -0.04 -0.12 0.075
H -8.2714 -4.2878 7.3239 -0.42 -0.02 0.34 0.072
H -7.4224 -2.8054 7.1598 0.63 0.03 0.13 0.069
H -5.6023 -3.8646 8.6390 0.45 -0.36 -0.04 0.130
H -5.7199 -6.4420 8.8422 -0.20 -0.42 -0.29 0.115
H -7.5245 -6.1766 8.9710 -0.05 -0.25 -0.63 0.128
H -7.1973 -6.8045 11.4394 -0.08 -0.28 0.31 0.083
H -5.8765 -5.9974 12.2979 -0.15 0.56 -0.25 0.084
H -5.5287 -7.1553 11.0588 0.27 0.18 -0.67 0.078
H -5.6166 -4.0623 6.2688 0.41 0.35 0.03 0.058
H -6.3663 -5.4067 6.2360 -0.35 -0.54 0.20 0.062
C 8.3044 4.0889 0.9175 0.46 -0.57 -0.87 -0.089
C 8.2009 3.3005 2.2051 -1.91 1.44 -0.76 -0.405
C 7.7084 4.2839 3.3080 0.47 -1.53 0.59 -0.188
O 7.8753 3.5370 4.5339 0.83 0.66 -0.31 -0.211
C 7.7807 4.3672 5.6686 -0.61 0.07 0.08 -0.120
N 7.2661 2.1385 2.0080 1.48 0.65 0.97 0.040
H 9.0134 4.9121 1.0051 -0.14 0.10 -0.02 0.079
H 7.3576 4.4331 0.5012 -0.19 0.25 0.44 0.080
H 8.6755 3.4155 0.1449 0.23 0.00 -0.08 0.075
H 9.2025 2.9557 2.4620 -0.22 -0.24 0.26 0.138
H 6.6723 4.6179 3.2525 -0.44 -0.42 -0.52 0.126
H 8.2452 5.2326 3.3066 0.71 -0.13 0.17 0.114
H 8.3280 4.0031 6.5381 0.01 -0.55 -0.24 0.084
H 6.7172 4.4101 5.9036 -0.09 0.49 0.46 0.086
H 8.1785 5.3653 5.4850 -0.10 0.16 -0.17 0.083
H 7.1433 1.8750 2.9752 -0.41 -0.75 0.18 0.046
H 6.3568 2.4552 1.7032 -0.09 0.36 -0.18 0.063
C -9.2899 -0.7332 -0.6479 -0.56 -0.24 -0.16 -0.059
C -8.9027 -1.4311 -1.9740 -0.01 1.63 -0.75 -0.417
C -8.2305 -0.4163 -2.9626 -0.20 -0.44 0.69 -0.208
O -9.1472 0.5764 -3.3877 -0.57 -2.08 1.29 -0.186
C -8.5915 1.5836 -4.1214 0.02 0.79 -0.33 -0.145
N -8.1052 -2.6323 -1.8086 0.24 -0.12 0.55 0.031
H -9.5915 -1.4316 0.1326 0.53 -0.32 0.01 0.068
H -10.2061 -0.1520 -0.7527 0.06 0.19 -0.53 0.070
H -8.5543 -0.0220 -0.2720 0.32 -0.28 -0.01 0.073
H -9.8201 -1.6610 -2.5159 -0.18 -0.48 0.24 0.132
H -7.8432 -1.0254 -3.7794 -0.13 0.08 -0.59 0.114
H -7.3503 0.0443 -2.5141 0.17 0.24 0.33 0.120
H -9.4409 2.2210 -4.3666 0.32 0.26 -0.37 0.094
H -8.1004 1.1886 -5.0108 0.11 0.20 -0.31 0.089
H -7.8783 2.1417 -3.5148 0.29 0.26 -0.07 0.088
H -7.7861 -3.0488 -2.6716 -0.45 0.08 -0.41 0.065
H -7.2347 -2.4323 -1.3371 0.06 0.22 0.44 0.071
C -4.7382 -8.5022 -4.3601 -0.43 0.29 0.27 -0.236
C -4.7563 -8.8988 -2.8580 0.70 0.05 -2.15 -0.227
O -3.4728 -8.6785 -2.2933 -0.03 -0.47 0.69 -0.075
O -4.9621 -7.0962 -4.4811 -0.37 -0.20 -0.12 -0.072
H -5.4957 -9.0711 -4.8993 -0.53 0.49 0.09 0.113
H -3.8437 -8.6987 -4.9510 0.56 -0.57 0.68 0.116
H -4.9996 -9.9607 -2.8241 0.28 -0.04 0.48 0.113
H -5.5544 -8.3197 -2.3934 0.05 0.04 0.20 0.119
H -3.1088 -7.8328 -2.5654 -0.21 0.12 0.00 0.075
H -4.2128 -6.6760 -4.0527 -0.01 0.34 -0.11 0.073
C 5.0958 3.9067 -7.2755 -0.39 -1.42 0.57 -0.274
C 5.2594 2.5377 -6.5785 0.58 1.00 -0.06 -0.237
O 6.2227 1.6499 -7.1616 -0.97 0.05 0.07 -0.062
O 6.1726 4.7764 -7.2628 1.15 0.73 0.48 -0.050
H 4.3683 4.3665 -6.6065 -0.46 0.34 -0.60 0.121
H 4.7576 3.7487 -8.2995 -0.45 0.07 -0.01 0.121
H 4.2472 2.1355 -6.5352 0.21 -0.72 -0.58 0.117
H 5.4751 2.7263 -5.5268 0.48 0.03 0.18 0.110
H 7.0524 2.1160 -7.2880 0.00 0.13 0.17 0.071
H 6.9538 4.4461 -7.7123 -0.16 -0.21 -0.21 0.084
C 1.9558 9.8210 0.0298 -0.20 -0.40 0.76 -0.023
C 0.5312 10.1541 -0.4622 0.01 -1.05 -0.80 -0.490
C -0.2165 8.8100 -0.7832 -0.32 -0.85 2.03 -0.112
C -0.6807 8.0906 0.5474 -0.35 0.26 -1.42 -0.185
C -1.4884 9.0714 1.3453 -0.28 -0.52 0.59 -0.176
C -0.7411 10.3514 1.7253 -2.32 -0.09 0.42 -0.501
N -0.3269 10.9391 0.4556 -0.15 -2.25 -0.40 -0.128
O 0.1725 12.2001 0.6624 0.63 1.36 -0.04 -0.004
C -1.8435 11.2934 2.3410 1.26 -0.17 0.50 -0.035
C 0.2931 10.0385 2.8230 0.60 0.37 -1.20 -0.015
C 0.6434 10.8294 -1.8058 0.26 1.32 -0.76 -0.063
H 1.8726 8.8976 0.6030 0.29 -0.02 0.22 0.064
H 2.4002 10.5693 0.6861 -0.18 0.21 -0.11 0.080
H 2.6769 9.6189 -0.7622 -0.28 0.12 -0.27 0.084
H -1.0665 9.0040 -1.4373 -0.27 0.22 0.30 0.114
H 0.3194 8.0095 -1.2933 0.90 0.67 -0.34 0.115
H 0.1124 7.5831 1.0966 0.39 0.43 -0.01 0.096
H -1.3402 7.2663 0.2762 -0.09 -0.09 -0.18 0.107
H -1.8650 8.6041 2.2552 0.08 -0.03 0.28 0.121
H -2.3855 9.2552 0.7540 -0.01 0.56 -0.05 0.122
H -1.3818 12.1989 2.7347 0.05 0.35 -0.45 0.076
H -2.6663 11.5220 1.6636 0.10 -0.09 0.00 0.086
H -2.1903 10.8498 3.2743 -0.44 -0.42 -0.26 0.076
H -0.1136 10.1442 3.8287 0.03 -0.12 -0.14 0.083
H 0.6895 9.0400 2.6385 0.02 -0.06 0.40 0.067
H 1.1285 10.7226 2.6733 0.06 0.14 0.41 0.077
H -0.2579 11.3039 -2.1939 -0.51 -0.49 0.24 0.086
H 0.9914 10.1024 -2.5396 0.02 0.03 -0.02 0.087
H 1.3304 11.6753 -1.8287 0.42 -0.13 0.30 0.081
H -0.6198 12.6971 0.4460 0.29 0.73 0.01 0.109
```
Forces are in eV/Å.